1.
{
  "formula": "C18H42N6O6",
  "method": "ωB97M-V/def2-TZVPD",
  "species": ["C", "O", "N", "C", "C", "H", "H", "H", "H", "H", "H", "H", "C", "O", "N", "C", "C", "H", "H", "H", "H", "H", "H", "H", "C", "O", "N", "C", "C", "H", "H", "H", "H", "H", "H", "H", "C", "O", "N", "C", "C", "H", "H", "H", "H", "H", "H", "H", "C", "O", "N", "C", "C", "H", "H", "H", "H", "H", "H", "H", "C", "O", "N", "C", "C", "H", "H", "H", "H", "H", "H", "H"],
  "positions_angstrom": [[-4.935, -2.681, -1.273], [-5.023, -1.473, -1.506], [-4.361, -3.185, -0.231], [-4.352, -4.601, 0.198], [-3.692, -2.249, 0.795], [-5.380, -3.422, -1.824], [-5.284, -4.794, 0.510], [-3.546, -4.871, 0.836], [-4.048, -5.147, -0.802], [-2.895, -2.640, 1.242], [-4.451, -2.018, 1.554], [-3.544, -1.320, 0.348], [0.418, -0.125, 0.301], [-0.576, 0.655, 0.554], [0.724, -1.157, 1.069], [1.759, -2.066, 0.614], [-0.005, -1.560, 2.302], [1.116, -0.043, -0.571], [1.615, -2.460, -0.350], [1.713, -2.994, 1.226], [2.632, -1.537, 0.584], [-0.772, -2.107, 2.218], [-0.452, -0.660, 2.518], [0.943, -1.782, 3.053], [0.474, -2.722, -3.268], [0.633, -3.933, -2.967], [-0.553, -1.991, -2.964], [-0.537, -0.559, -3.379], [-1.484, -2.385, -1.899], [1.164, -2.320, -3.993], [0.057, 0.111, -2.724], [-1.634, -0.290, -3.608], [0.069, -0.646, -4.402], [-1.557, -3.490, -1.776], [-2.438, -2.219, -2.174], [-1.310, -1.845, -0.934], [-5.052, 3.465, 1.157], [-5.236, 2.333, 1.678], [-3.865, 3.896, 0.647], [-3.774, 5.063, -0.052], [-2.614, 3.062, 0.942], [-5.865, 4.014, 0.754], [-4.220, 4.617, -1.164], [-2.711, 5.488, -0.210], [-4.341, 5.803, 0.208], [-1.875, 3.401, 0.522], [-2.737, 1.992, 0.529], [-2.512, 2.798, 1.894], [5.537, 2.056, 2.424], [6.146, 1.308, 1.649], [4.435, 1.664, 3.021], [3.861, 2.478, 4.126], [3.756, 0.328, 2.652], [5.910, 2.834, 2.860], [2.848, 2.200, 4.176], [3.902, 3.629, 3.932], [4.483, 2.125, 4.944], [2.955, 0.690, 1.743], [3.028, -0.177, 3.286], [4.218, -0.475, 2.272], [3.970, -0.493, -1.851], [3.255, -1.318, -2.555], [3.614, 0.771, -1.893], [4.215, 1.762, -1.031], [2.729, 1.329, -2.898], [4.622, -0.834, -1.009], [5.230, 1.396, -0.676], [3.749, 2.072, -0.300], [4.254, 2.631, -1.513], [3.024, 1.038, -3.951], [2.873, 2.391, -2.885], [1.699, 1.187, -2.704]],
  "e_homo_ev": -8.629,
  "relative_energy_kj_mol": 1241.4,
  "lumo_ev": 0.2,
  "orbital_gap_ev": 8.8428,
  "total_energy_ha": -1490.655704,
  "smiles": "CN(C)C=O.CN(C)C=O.CN(C)C=O.CN(C)C=O.CN(C)C=O.CN(C)C=O"
}

2.
{
  "formula": "C18H43B3ClIO11P2",
  "method": "ωB97M-V/def2-TZVPD",
  "species": ["C", "C", "I", "C", "B", "O", "B", "O", "B", "C", "C", "C", "Cl", "O", "H", "H", "H", "H", "H", "H", "H", "H", "H", "H", "H", "H", "H", "O", "P", "O", "C", "C", "O", "C", "C", "O", "C", "C", "H", "H", "H", "H", "H", "H", "H", "H", "H", "H", "H", "H", "H", "H", "H", "O", "P", "O", "C", "C", "O", "C", "C", "O", "C", "C", "H", "H", "H", "H", "H", "H", "H", "H", "H", "H", "H", "H", "H", "H", "H"],
  "positions_angstrom": [[-0.322, -2.854, 0.694], [0.450, -4.198, 0.731], [2.528, -3.694, 0.525], [-0.046, -5.116, -0.388], [0.630, -6.531, -0.530], [-0.152, -7.687, -0.462], [-0.136, -8.247, -1.722], [1.047, -8.287, -2.434], [2.113, -7.524, -1.949], [3.467, -7.521, -2.744], [3.501, -6.374, -3.776], [3.511, -4.978, -3.172], [5.015, -4.667, -2.275], [1.971, -6.757, -0.800], [-0.750, -2.766, -0.305], [-1.149, -2.890, 1.402], [0.324, -2.002, 0.869], [0.277, -4.702, 1.678], [0.060, -4.624, -1.363], [-1.116, -5.286, -0.241], [-1.153, -8.637, -2.199], [3.489, -8.450, -3.319], [4.328, -7.493, -2.080], [2.638, -6.443, -4.441], [4.424, -6.477, -4.347], [2.665, -4.788, -2.514], [3.419, -4.253, -3.979], [-3.474, -0.266, 2.600], [-4.037, 1.080, 2.265], [-2.576, 1.833, 2.048], [-1.758, 1.483, 0.942], [-2.352, 1.942, -0.379], [-4.416, 1.610, 3.757], [-4.573, 0.712, 4.856], [-3.266, 0.510, 5.598], [-4.740, 2.470, 1.684], [-5.763, 2.431, 0.679], [-6.858, 1.434, 1.000], [-1.583, 0.402, 0.931], [-0.797, 1.973, 1.097], [-3.231, 1.341, -0.641], [-1.626, 1.836, -1.186], [-2.667, 2.984, -0.318], [-4.986, -0.240, 4.522], [-5.310, 1.164, 5.521], [-2.449, 0.289, 4.913], [-3.356, -0.305, 6.317], [-2.997, 1.416, 6.143], [-5.315, 2.210, -0.294], [-6.177, 3.437, 0.621], [-6.471, 0.408, 0.999], [-7.658, 1.489, 0.262], [-7.277, 1.627, 1.988], [1.308, 3.609, -0.670], [2.417, 4.562, -0.509], [3.423, 4.046, 0.632], [4.019, 2.755, 0.498], [5.025, 2.692, -0.636], [1.796, 5.843, 0.246], [0.402, 5.923, 0.547], [0.092, 5.345, 1.913], [3.422, 5.461, -1.386], [3.503, 5.312, -2.818], [2.144, 5.321, -3.490], [3.238, 2.003, 0.364], [4.518, 2.546, 1.443], [4.521, 2.730, -1.606], [5.592, 1.762, -0.597], [5.716, 3.533, -0.587], [-0.187, 5.433, -0.229], [0.143, 6.982, 0.523], [0.553, 4.367, 2.045], [-0.986, 5.249, 2.054], [0.480, 5.996, 2.697], [4.046, 4.396, -3.062], [4.103, 6.147, -3.176], [1.548, 4.455, -3.192], [2.255, 5.294, -4.574], [1.585, 6.216, -3.215]],
  "e_homo_ev": -9.096,
  "lumo_ev": -0.7,
  "orbital_gap_ev": 8.3689,
  "total_energy_ha": -3054.792963
}

3.
{
  "formula": "C18H43F6NO6S2Si2Ti",
  "method": "ωB97M-V/def2-TZVPD",
  "species": ["O", "O", "C", "C", "H", "H", "H", "H", "H", "C", "C", "H", "H", "H", "H", "H", "C", "C", "C", "H", "H", "H", "H", "H", "C", "H", "H", "H", "H", "H", "H", "Ti", "C", "Si", "H", "H", "C", "C", "C", "C", "Si", "H", "H", "C", "C", "C", "H", "H", "H", "H", "H", "H", "H", "H", "H", "H", "H", "H", "H", "H", "H", "H", "H", "H", "F", "C", "F", "F", "S", "O", "O", "N", "S", "O", "O", "C", "F", "F", "F"],
  "positions_angstrom": [[-0.470, -1.589, -1.011], [-2.846, -0.457, -5.604], [0.450, -2.455, -1.930], [0.899, -3.724, -1.238], [1.278, -1.778, -2.175], [-0.137, -2.657, -2.835], [1.365, -3.518, -0.264], [1.658, -4.200, -1.876], [0.079, -4.445, -1.120], [-1.664, -2.392, -0.513], [-2.487, -2.929, -1.666], [-2.237, -1.713, 0.138], [-1.222, -3.198, 0.090], [-2.963, -2.111, -2.219], [-3.292, -3.543, -1.242], [-1.907, -3.567, -2.344], [-3.909, 0.489, -5.797], [-2.763, -1.517, -6.565], [-5.094, 0.256, -4.885], [-4.259, 0.467, -6.846], [-3.437, 1.459, -5.583], [-5.573, -0.710, -5.083], [-5.824, 1.043, -5.089], [-4.814, 0.313, -3.828], [-4.017, -2.356, -6.723], [-1.925, -2.125, -6.197], [-2.496, -1.099, -7.556], [-4.345, -2.804, -5.779], [-3.776, -3.169, -7.413], [-4.847, -1.790, -7.165], [-0.770, 0.995, -4.723], [0.195, -0.127, 0.227], [-0.322, 2.012, -4.766], [0.718, 2.310, -6.325], [-1.159, 2.716, -4.755], [0.293, 2.214, -3.863], [1.541, 0.695, -6.869], [2.070, 3.603, -6.031], [-0.394, 2.935, -7.727], [2.066, -0.060, -0.389], [3.356, 1.013, 0.356], [2.006, 0.020, -1.494], [2.369, -1.110, -0.186], [4.099, 2.315, -0.809], [4.806, -0.127, 0.825], [2.853, 1.925, 1.917], [0.205, 3.234, -8.602], [-0.977, 3.809, -7.400], [-1.100, 2.155, -8.052], [2.320, 0.402, -6.149], [2.014, 0.810, -7.856], [0.804, -0.120, -6.934], [2.616, 3.409, -5.096], [1.637, 4.613, -5.972], [2.801, 3.600, -6.854], [4.993, -0.836, 0.004], [4.562, -0.702, 1.732], [5.730, 0.442, 1.013], [2.503, 1.254, 2.715], [2.084, 2.693, 1.758], [3.754, 2.445, 2.296], [4.983, 2.797, -0.357], [3.369, 3.107, -1.034], [4.418, 1.863, -1.760], [-1.279, 4.189, 0.836], [-2.069, 3.324, 1.521], [-2.604, 3.968, 2.580], [-3.044, 2.825, 0.722], [-0.845, 1.914, 1.943], [-0.236, 1.807, 0.504], [0.043, 2.451, 2.947], [-1.325, 0.301, 2.006], [-0.390, -0.686, 2.962], [0.509, -1.238, 1.814], [0.394, -0.192, 4.063], [-1.281, -2.340, 3.333], [-1.409, -2.554, 4.658], [-2.508, -2.388, 2.738], [-0.491, -3.310, 2.808]],
  "e_homo_ev": [-5.119, -9.108],
  "multiplicity": 3,
  "lumo_ev": [0.1, 0.1],
  "orbital_gap_ev": [5.2072, 9.1871],
  "total_energy_ha": -4041.742048
}

4.
{
  "formula": "C18H43IN4O6PS",
  "method": "ωB97M-V/def2-TZVPD",
  "species": ["C", "C", "C", "I", "C", "C", "N", "C", "C", "P", "O", "O", "S", "C", "C", "C", "O", "N", "O", "H", "H", "H", "H", "H", "H", "H", "H", "H", "H", "H", "H", "H", "H", "H", "H", "H", "H", "H", "H", "H", "C", "C", "C", "O", "C", "N", "H", "H", "H", "H", "H", "H", "H", "H", "H", "H", "H", "C", "C", "C", "O", "C", "N", "H", "H", "H", "H", "H", "H", "H", "H", "H", "H", "H"],
  "positions_angstrom": [[3.778, -3.777, 3.637], [3.710, -3.552, 2.015], [2.242, -3.866, 1.336], [2.704, -4.586, -0.726], [1.207, -2.583, 1.339], [-0.267, -2.977, 0.656], [-1.323, -3.313, 1.716], [-1.705, -2.070, 2.490], [-2.604, -1.011, 1.558], [-2.934, -2.628, 3.895], [-2.470, -4.120, 4.663], [-4.482, -2.933, 3.077], [-3.321, -1.167, 5.166], [-0.445, -1.210, 3.086], [1.038, -1.841, 2.790], [2.133, -0.647, 3.087], [1.890, 0.606, 2.356], [3.030, 1.217, 1.989], [3.109, 0.977, 0.770], [4.897, -4.090, 3.904], [3.050, -4.621, 4.014], [3.607, -2.751, 4.218], [4.461, -4.349, 1.539], [4.138, -2.496, 1.656], [1.739, -4.737, 1.936], [1.689, -1.781, 0.600], [-0.551, -2.057, -0.014], [-0.212, -3.911, -0.048], [-1.061, -4.139, 2.314], [-2.183, -3.607, 1.168], [-3.048, -0.149, 2.224], [-1.940, -0.527, 0.702], [-3.491, -1.574, 1.041], [-1.799, -3.881, 5.368], [-5.184, -3.175, 3.777], [-0.591, -0.097, 2.754], [-0.574, -1.212, 4.273], [1.213, -2.681, 3.618], [2.043, -0.412, 4.254], [3.249, -0.949, 2.907], [1.637, 5.831, 0.271], [2.245, 4.491, -0.137], [1.812, 4.017, -1.545], [0.480, 3.497, -1.610], [-0.534, 4.487, -1.681], [1.923, 3.489, 0.890], [0.594, 5.746, 0.583], [2.187, 6.251, 1.121], [1.695, 6.555, -0.549], [3.330, 4.622, -0.159], [2.467, 3.186, -1.839], [1.955, 4.803, -2.296], [-0.219, 5.362, -2.258], [-0.841, 4.780, -0.676], [-1.406, 4.045, -2.173], [2.417, 2.624, 0.668], [0.936, 3.240, 0.773], [-1.401, -0.564, -5.123], [-1.523, 0.605, -4.148], [-2.853, 1.384, -4.276], [-2.924, 2.251, -5.412], [-3.242, 1.597, -6.631], [-0.362, 1.492, -4.320], [-1.157, -0.245, -6.139], [-0.600, -1.239, -4.804], [-2.329, -1.145, -5.157], [-1.487, 0.188, -3.138], [-2.948, 2.038, -3.400], [-3.718, 0.709, -4.253], [-3.938, 0.766, -6.486], [-2.329, 1.253, -7.119], [-3.711, 2.329, -7.296], [-0.393, 2.213, -3.598], [-0.506, 2.015, -5.189]],
  "e_homo_ev": -10.843,
  "lumo_ev": -3.5,
  "orbital_gap_ev": 7.3583,
  "total_energy_ha": -2418.810397,
  "charge": 1
}

5.
{
  "formula": "C18H44NO14S4",
  "method": "ωB97M-V/def2-TZVPD",
  "species": ["C", "C", "N", "C", "C", "C", "C", "O", "O", "H", "H", "H", "H", "H", "H", "H", "H", "H", "H", "H", "H", "O", "S", "O", "O", "C", "C", "C", "H", "H", "H", "H", "H", "H", "H", "H", "O", "S", "O", "O", "C", "C", "C", "H", "H", "H", "H", "H", "H", "H", "H", "O", "S", "O", "O", "C", "C", "C", "H", "H", "H", "H", "H", "H", "H", "H", "O", "S", "O", "O", "C", "C", "C", "H", "H", "H", "H", "H", "H", "H", "H"],
  "positions_angstrom": [[-2.899, -1.392, -1.711], [-1.929, -2.113, -2.721], [-0.770, -1.254, -3.003], [0.504, -1.975, -3.056], [1.022, -2.308, -4.499], [1.144, -1.067, -5.446], [1.653, -1.116, -2.381], [2.600, -1.675, -1.798], [1.568, 0.149, -2.501], [-3.195, -0.427, -2.187], [-2.399, -1.133, -0.752], [-3.842, -1.961, -1.545], [-1.665, -3.137, -2.389], [-2.523, -2.191, -3.675], [-0.918, -0.657, -3.808], [0.484, -2.940, -2.493], [0.446, -3.123, -5.001], [2.059, -2.714, -4.373], [1.837, -0.297, -5.050], [1.502, -1.429, -6.438], [0.159, -0.554, -5.590], [-1.202, 0.428, 2.133], [-1.091, 1.833, 1.860], [-1.797, 2.444, 0.774], [0.447, 2.226, 1.770], [1.300, 1.511, 0.838], [1.079, 1.935, -0.596], [-1.459, 2.732, 3.337], [1.166, 0.433, 0.951], [2.326, 1.740, 1.129], [0.088, 1.646, -0.943], [1.815, 1.461, -1.255], [1.154, 3.023, -0.694], [-0.901, 2.299, 4.164], [-2.529, 2.647, 3.518], [-1.189, 3.776, 3.188], [7.569, -3.002, 0.141], [7.291, -2.191, 1.290], [6.360, -2.610, 2.295], [6.918, -0.716, 0.811], [5.838, -0.544, -0.136], [4.479, -0.707, 0.507], [8.816, -1.779, 2.081], [5.959, -1.227, -0.979], [5.931, 0.470, -0.528], [4.321, -1.732, 0.840], [3.688, -0.459, -0.203], [4.389, -0.063, 1.387], [9.520, -1.427, 1.331], [9.194, -2.681, 2.559], [8.628, -1.013, 2.831], [-1.158, -3.336, 7.284], [-2.504, -2.896, 7.068], [-3.502, -3.773, 6.533], [-2.479, -1.547, 6.210], [-1.790, -1.549, 4.944], [-2.590, -2.263, 3.871], [-3.124, -2.189, 8.563], [-0.793, -1.984, 5.050], [-1.657, -0.507, 4.656], [-2.675, -3.328, 4.089], [-2.111, -2.155, 2.898], [-3.603, -1.862, 3.816], [-2.386, -1.494, 8.958], [-3.291, -3.002, 9.267], [-4.063, -1.683, 8.350], [-3.733, 3.093, -5.701], [-3.301, 4.086, -4.761], [-1.947, 4.149, -4.308], [-4.278, 4.060, -3.494], [-4.461, 2.817, -2.793], [-3.271, 2.468, -1.920], [-3.766, 5.682, -5.360], [-4.683, 2.013, -3.500], [-5.343, 2.944, -2.163], [-2.387, 2.255, -2.523], [-3.483, 1.587, -1.315], [-3.020, 3.298, -1.261], [-4.807, 5.653, -5.674], [-3.123, 5.916, -6.206], [-3.617, 6.411, -4.567]],
  "e_homo_ev": -4.389,
  "relative_energy_kj_mol": 0.0,
  "lumo_ev": 1.9,
  "orbital_gap_ev": 6.3071,
  "total_energy_ha": -3413.104261,
  "charge": -1
}

6.
{
  "formula": "C18H45N2O7",
  "method": "ωB97M-V/def2-TZVPD",
  "species": ["C", "N", "C", "C", "C", "C", "O", "C", "N", "H", "H", "H", "H", "H", "H", "H", "H", "H", "C", "C", "O", "H", "H", "H", "H", "H", "H", "C", "C", "O", "H", "H", "H", "H", "H", "H", "C", "C", "O", "H", "H", "H", "H", "H", "H", "C", "C", "O", "H", "H", "H", "H", "H", "H", "C", "C", "O", "H", "H", "H", "H", "H", "H", "C", "C", "O", "H", "H", "H", "H", "H", "H"],
  "positions_angstrom": [[0.747, -5.128, 1.917], [-0.433, -5.948, 1.780], [-1.343, -5.094, 1.036], [-2.849, -5.480, 0.628], [-3.714, -4.112, 1.242], [-5.379, -4.372, 1.430], [-4.703, -3.482, 0.287], [-0.760, -3.706, 0.680], [0.574, -3.835, 1.286], [1.699, -5.420, 2.464], [-0.640, -6.899, 2.132], [-3.264, -6.385, 1.189], [-3.041, -5.482, -0.496], [-3.160, -3.429, 2.064], [-5.255, -5.493, 1.281], [-5.383, -3.804, 2.420], [-1.234, -2.817, 0.134], [1.234, -3.037, 1.238], [-9.677, -2.133, 0.596], [-8.578, -3.149, 0.354], [-8.600, -4.148, 1.367], [-9.555, -1.662, 1.575], [-9.667, -1.357, -0.172], [-10.658, -2.617, 0.594], [-7.598, -2.665, 0.378], [-8.700, -3.632, -0.620], [-9.466, -4.577, 1.334], [1.630, -0.291, -1.696], [2.209, -1.288, -0.714], [2.289, -0.706, 0.585], [2.247, 0.610, -1.738], [1.567, -0.721, -2.698], [0.629, 0.023, -1.384], [3.217, -1.582, -1.017], [1.589, -2.190, -0.658], [1.393, -0.456, 0.849], [0.079, 4.552, -3.008], [0.744, 3.389, -2.298], [1.842, 2.909, -3.064], [-0.272, 4.247, -3.998], [-0.770, 4.927, -2.432], [0.790, 5.369, -3.160], [0.037, 2.566, -2.168], [1.108, 3.691, -1.312], [2.468, 3.641, -3.168], [4.750, 4.894, 0.505], [3.664, 4.394, -0.427], [3.951, 4.783, -1.767], [4.830, 5.983, 0.451], [4.540, 4.607, 1.538], [5.724, 4.487, 0.218], [2.698, 4.819, -0.150], [3.586, 3.302, -0.387], [4.805, 4.396, -2.006], [-0.252, 6.565, 2.246], [-0.412, 5.636, 1.060], [0.593, 4.628, 1.085], [0.735, 7.035, 2.234], [-1.015, 7.347, 2.235], [-0.329, 6.010, 3.186], [-0.312, 6.190, 0.124], [-1.395, 5.153, 1.072], [0.494, 4.137, 1.911], [6.427, -1.022, -1.662], [7.006, -2.020, -0.679], [7.088, -1.442, 0.618], [7.045, -0.121, -1.703], [6.364, -1.453, -2.664], [5.426, -0.708, -1.350], [8.013, -2.314, -0.982], [6.385, -2.920, -0.624], [6.192, -1.192, 0.883]],
  "e_homo_ev": -11.367,
  "lumo_ev": -3.9,
  "orbital_gap_ev": 7.4910,
  "total_energy_ha": -1348.486251,
  "charge": 1
}